Entry 1:
An isolated molecule of C4H5F. Source: the OMol25 dataset; level of theory: ωB97M-V/def2-TZVPD.

Geometry as ORCA input:
```
! RIJCOSX wB97M-V def2-TZVPD def2/J DEFGRID3
* xyz 0 1
C -2.221 -0.729 0.121
C -1.147 -0.218 -0.230
C 0.103 0.465 -0.343
C 1.397 0.006 0.296
F 1.786 -1.111 -0.300
H -3.232 -1.109 0.065
H 0.151 0.568 -1.396
H -0.235 1.462 0.014
H 2.071 0.872 0.307
H 1.326 -0.206 1.468
*
```

Calculated values
energy above the lowest of the compared OMol25 structures with the same formula, charge and spin: 153.0 kJ/mol
gap between HOMO and LUMO: 10.81 eV
LUMO level: 0.99 eV
total energy: -6943.63122 eV
largest force on an atom: 0.107 hartree/bohr



Entry 2:
A structure of composition C22H22Cl2N4O3PtTe. Source: the OMol25 dataset; level of theory: ωB97M-V/def2-TZVPD.

Geometry as ORCA input:
```
! RIJCOSX wB97M-V def2-TZVPD def2/J DEFGRID3
* xyz 2 5
Pt 0.463 -0.033 0.010
Cl 0.359 6.290 -2.751
C 0.032 4.982 -1.730
C 0.872 3.890 -1.756
C 0.615 2.792 -0.934
N 1.297 1.603 -0.946
C 2.380 1.322 -1.769
O 2.923 2.091 -2.520
C 2.871 -0.108 -1.672
C 4.083 -0.462 -2.225
C 4.499 -1.781 -2.118
C 3.686 -2.703 -1.474
C 2.483 -2.280 -0.949
N 2.084 -1.002 -1.047
C -0.519 2.844 -0.033
C -1.375 3.971 -0.044
C -1.119 5.023 -0.866
Cl -2.137 6.385 -0.852
N -0.702 1.846 0.847
C -1.903 1.180 1.066
O -2.330 0.843 2.141
C -2.439 0.593 -0.214
C -3.729 0.687 -0.680
C -4.035 0.073 -1.889
C -3.052 -0.631 -2.570
C -1.782 -0.704 -2.030
N -1.487 -0.088 -0.879
H 1.711 3.885 -2.432
H 4.669 0.294 -2.727
H 5.448 -2.088 -2.537
H 3.975 -3.741 -1.381
H 1.804 -2.965 -0.458
H -2.207 4.012 0.646
H -4.473 1.225 -0.108
H -5.036 0.138 -2.293
H -3.260 -1.124 -3.508
H -0.986 -1.257 -2.511
C -3.328 -3.369 2.477
C -1.849 -3.347 2.188
O -1.424 -2.040 1.716
H -3.626 -4.359 2.825
H -3.904 -3.139 1.580
H -3.588 -2.654 3.261
H -1.590 -4.051 1.399
H -1.272 -3.599 3.080
H -2.077 -1.388 2.013
C 1.713 -2.277 2.704
Te 0.718 -0.422 2.670
C 2.513 0.706 2.757
H 2.680 -2.174 2.219
H 1.089 -3.013 2.205
H 1.842 -2.545 3.751
H 3.063 0.384 3.641
H 2.248 1.757 2.841
H 3.107 0.530 1.864
*
```

Calculated values
energy above the lowest of the compared OMol25 structures with the same formula, charge and spin: 33.1 kJ/mol
gap between HOMO and LUMO (alpha / beta): 7.75 / 5.66 eV
LUMO level (alpha / beta): -6.08 / -8.90 eV
total energy: -70841.20006 eV
largest force on an atom: 0.011 hartree/bohr



Entry 3:
A cluster of 2 separate species, C3H2O2 in total. Source: the OMol25 dataset; level of theory: ωB97M-V/def2-TZVPD.

Geometry as ORCA input:
```
! RIJCOSX wB97M-V def2-TZVPD def2/J DEFGRID3
* xyz 0 1
C -0.785 -0.722 -0.092
C -0.342 2.015 0.385
C 0.266 -1.428 -0.294
O 0.705 1.710 0.002
O -1.417 2.226 0.759
H 1.377 -1.260 -0.436
H 0.195 -2.540 -0.323
*
```

Calculated values
energy above the lowest of the compared OMol25 structures with the same formula, charge and spin: 198.5 kJ/mol
gap between HOMO and LUMO: 10.42 eV
LUMO level: -0.64 eV
total energy: -7234.84541 eV
largest force on an atom: 0.056 hartree/bohr



Entry 4:
A cluster of 2 separate species, CH2NO2P in total. Source: the OMol25 dataset; level of theory: ωB97M-V/def2-TZVPD.

Geometry as ORCA input:
```
! RIJCOSX wB97M-V def2-TZVPD def2/J DEFGRID3
* xyz 0 1
C -0.658 -1.532 1.311
N -0.897 -0.509 1.823
O 1.284 -1.573 0.411
O 1.703 -0.070 -1.503
P 2.248 -1.306 -0.628
H 0.928 0.316 -1.042
H -1.072 0.481 1.908
*
```

Calculated values
energy above the lowest of the compared OMol25 structures with the same formula, charge and spin: 136.5 kJ/mol
gap between HOMO and LUMO: 9.75 eV
LUMO level: -0.09 eV
total energy: -15942.12856 eV
largest force on an atom: 0.041 hartree/bohr



Entry 5:
A structure of composition C14H15BrFN2O4S. Source: the OMol25 dataset; level of theory: ωB97M-V/def2-TZVPD.

Geometry as ORCA input:
```
! RIJCOSX wB97M-V def2-TZVPD def2/J DEFGRID3
* xyz 1 1
C -0.331 1.421 0.970
C 1.055 0.733 0.560
C 1.907 1.201 -0.644
C 3.240 0.472 -0.943
C 3.767 -0.703 -0.073
C 2.940 -1.183 1.181
C 3.405 -2.344 2.157
N 4.243 -1.896 3.343
Br 5.374 -0.417 2.998
S 3.299 -1.484 4.775
O 2.786 -2.743 5.404
O 2.257 -0.450 4.525
F 4.417 -0.777 5.827
C 1.591 -0.436 1.417
H -1.221 1.054 0.346
H -0.554 1.209 2.082
H -0.210 2.556 0.866
H 1.584 2.076 -1.292
H 3.898 0.795 -1.829
H 4.750 -1.235 -0.284
H 4.011 -3.144 1.584
H 2.494 -2.910 2.592
H 4.881 -2.691 3.590
H 0.960 -0.771 2.313
C -4.636 0.197 -4.725
C -4.955 1.511 -4.397
C -4.734 1.980 -3.106
C -4.188 1.124 -2.152
C -3.874 -0.196 -2.472
C -4.101 -0.657 -3.764
N -3.930 1.620 -0.799
O -4.236 2.776 -0.549
O -3.419 0.850 0.006
H -4.804 -0.164 -5.735
H -5.373 2.172 -5.149
H -4.986 3.007 -2.864
H -3.453 -0.870 -1.734
H -3.857 -1.681 -4.025
*
```

Calculated values
energy above the lowest of the compared OMol25 structures with the same formula, charge and spin: 507.9 kJ/mol
gap between HOMO and LUMO: 6.03 eV
LUMO level: -5.74 eV
total energy: -109509.58582 eV
largest force on an atom: 0.161 hartree/bohr



Entry 6:
A structure of composition C16H42BrN4O7PSi2. Source: the OMol25 dataset; level of theory: ωB97M-V/def2-TZVPD.

Geometry as ORCA input:
```
! RIJCOSX wB97M-V def2-TZVPD def2/J DEFGRID3
* xyz 0 1
C -3.090 0.240 3.945
Si -4.656 0.501 2.855
O -6.098 0.008 3.769
Si -7.495 0.583 2.860
C -7.695 2.498 2.807
C -6.936 3.312 4.012
O -6.346 4.483 3.665
N -9.050 -0.157 3.483
C -9.015 -1.510 3.178
O -8.731 -2.813 3.011
P -4.586 -0.446 0.876
O -5.237 0.789 -0.222
Br -2.469 -0.905 0.188
H -2.964 1.233 4.596
H -2.085 0.109 3.361
H -3.240 -0.626 4.747
H -4.803 1.965 2.662
H -7.411 0.142 1.443
H -8.853 2.753 2.907
H -7.369 2.865 1.726
H -6.813 2.959 5.121
H -5.100 1.709 0.186
C 0.376 -4.397 -1.123
C -0.154 -3.046 -1.599
C -0.139 -2.888 -3.138
O 1.153 -2.614 -3.686
C 1.958 -3.765 -3.893
N 0.605 -1.974 -0.939
H 1.465 -4.470 -1.190
H 0.111 -4.558 -0.071
H -0.059 -5.215 -1.704
H -1.199 -2.978 -1.273
H -0.756 -2.017 -3.392
H -0.601 -3.748 -3.637
H 1.366 -4.636 -4.189
H 2.536 -3.984 -2.994
H 2.669 -3.543 -4.695
H 0.188 -1.077 -1.191
H 1.529 -1.941 -1.379
C 1.709 0.508 -4.297
C 1.318 1.423 -3.138
C 2.187 2.698 -3.041
O 3.485 2.481 -2.479
C 4.453 2.008 -3.404
N 1.350 0.651 -1.888
H 2.629 -0.049 -4.103
H 0.921 -0.233 -4.478
H 1.844 1.081 -5.220
H 0.284 1.744 -3.317
H 1.686 3.395 -2.359
H 2.261 3.212 -4.007
H 4.307 2.426 -4.404
H 4.435 0.917 -3.438
H 5.441 2.309 -3.045
H 1.002 1.241 -1.131
H 2.335 0.506 -1.645
C 5.222 1.507 3.244
C 3.952 0.696 2.993
C 4.164 -0.498 2.034
O 4.246 -0.133 0.653
C 5.532 0.304 0.238
N 2.897 1.598 2.508
H 5.490 2.144 2.397
H 5.086 2.168 4.108
H 6.070 0.849 3.460
H 3.635 0.287 3.961
H 3.287 -1.151 2.112
H 5.028 -1.106 2.329
H 6.336 -0.227 0.755
H 5.626 1.381 0.388
H 5.626 0.112 -0.835
H 2.028 1.069 2.428
H 3.123 1.835 1.537
*
```

Calculated values
gap between HOMO and LUMO: 8.14 eV
LUMO level: -0.50 eV
total energy: -132650.03264 eV
largest force on an atom: 0.213 hartree/bohr